Record 1
DFT (ωB97M-V/def2-TZVPD) results for a structure of composition C2H4IPS at a distorted geometry.

Structure (ORCA input):
```
! RIJCOSX wB97M-V def2-TZVPD def2/J DEFGRID3
* xyz 0 1
C 0.73009 0.23232 -0.15932
C 0.17869 0.79097 1.11885
P -1.08395 -0.28047 -1.46948
S 2.21096 -0.24881 -0.44504
I -1.46129 -2.52737 -0.56600
H -0.74615 0.27022 1.42641
H -0.09627 1.84223 0.88592
H 0.98420 0.76566 1.87885
H -0.71629 -0.84475 -2.67019
*
```

Values from the calculation:
Energy relative to the best compared isomer or geometry (same formula, charge and spin) in kcal/mol: 29.2
Kohn-Sham gap in Eh: 0.27808
Largest force on an atom in Eh/bohr: 0.0496

Record 2
DFT (ωB97M-V/def2-TZVPD) results for a structure of composition C20H38AlB2O10 at a distorted geometry.

Structure (ORCA input):
```
! RIJCOSX wB97M-V def2-TZVPD def2/J DEFGRID3
* xyz 1 1
Al -0.55956 0.63906 2.57754
B 2.64524 -0.93024 4.15945
H 1.87203 -1.64202 3.91497
H 3.11423 -0.66475 3.22467
H 2.24456 -0.04534 4.62919
H 3.42207 -1.33668 4.78840
B -4.25449 0.10383 4.25088
H -4.06163 0.87640 4.97901
H -5.17809 -0.43278 4.40337
H -4.29502 0.52490 3.25826
H -3.48220 -0.64564 4.32899
O 2.94357 3.82865 2.15714
C 3.40312 4.81669 1.66702
O 3.00317 5.18575 0.48017
C 3.61296 6.40465 0.15457
C 4.80915 6.56971 0.95336
C 4.36586 5.86102 2.16020
H 2.88176 7.19877 0.30564
H 3.80337 6.38191 -0.91843
H 5.12548 7.57946 1.21500
H 5.66281 6.07484 0.49025
H 3.99978 6.53336 2.93611
H 5.24495 5.43461 2.64340
O 2.30471 -1.17906 -0.82198
C 3.31844 -1.19176 -1.55453
O 3.57390 -2.31239 -2.27046
C 4.70403 -2.08711 -3.09934
C 4.82440 -0.59477 -3.19383
C 4.23396 -0.05324 -1.90562
H 4.42046 -2.44156 -4.09033
H 5.57770 -2.60284 -2.70080
H 4.34697 -0.19501 -4.08845
H 5.87204 -0.29413 -3.20656
H 3.59295 0.82550 -1.97650
H 4.78877 -0.19636 -0.97836
O -1.36843 -4.00367 2.92694
C -1.75073 -5.08137 3.44350
O -2.23171 -6.09049 2.72890
C -2.60345 -7.17754 3.56454
C -1.62124 -6.88643 4.72098
C -1.73207 -5.45375 4.88333
H -2.26833 -8.11474 3.12018
H -3.66161 -7.26088 3.81247
H -0.58002 -7.09796 4.47761
H -1.90839 -7.48897 5.58272
H -0.92170 -5.01451 5.46511
H -2.69975 -5.11033 5.24905
O -3.47850 -0.87993 -0.77956
C -4.56238 -0.97982 -1.26460
O -4.82610 -0.18786 -2.28750
C -5.88220 -0.75733 -3.02001
C -6.15312 -2.08089 -2.43377
C -5.54786 -2.08434 -1.08494
H -5.77022 -0.84764 -4.10047
H -6.70980 -0.10335 -2.74526
H -5.73300 -2.90779 -3.00634
H -7.20771 -2.29985 -2.26647
H -4.99819 -2.95243 -0.72112
H -6.20890 -1.81574 -0.26094
O -0.39102 2.48765 -1.97142
C -0.20745 2.87575 -3.15056
O 1.05451 3.17170 -3.65662
C 1.04354 3.23335 -5.09514
C -0.41589 3.43627 -5.43267
C -1.16717 2.71338 -4.29739
H 1.53905 2.42457 -5.63221
H 1.61683 4.15725 -5.17172
H -0.51400 2.98141 -6.41836
H -0.63662 4.50260 -5.48063
H -1.21492 1.65917 -4.57028
H -2.16321 3.04101 -3.99962
*
```

Values from the calculation:
Energy relative to the best compared isomer or geometry (same formula, charge and spin) in kcal/mol: 211.7
Kohn-Sham gap in Eh: 0.07565
Largest force on an atom in Eh/bohr: 0.1052

Record 3
DFT (ωB97M-V/def2-TZVPD) results for a cluster of 2 separate species, C3H10N2O2 in total.

Structure (ORCA input):
```
! RIJCOSX wB97M-V def2-TZVPD def2/J DEFGRID3
* xyz 0 1
C -2.54710 0.73334 0.99997
C -1.21614 1.46607 1.05617
O -0.82512 1.99067 2.08343
N -0.51286 1.46559 -0.10128
C 0.89471 1.83814 -0.17983
N 1.64012 0.69524 -0.70190
H -2.35229 -0.31672 1.16163
H -3.03659 0.81766 0.02473
H -3.17225 1.13934 1.79570
H -0.87382 0.89785 -0.85281
H 1.19365 2.16062 0.82290
H 0.99531 2.65473 -0.89504
H 1.80708 0.01996 0.04847
H 2.58751 0.93837 -0.96064
O 1.69536 -5.45679 -1.82517
H 1.88781 -4.77461 -1.15305
H 1.83462 -6.26946 -1.32330
*
```

Values from the calculation:
Structure (SMILES): CC(=O)NCN.O
Energy relative to the best compared isomer or geometry (same formula, charge and spin) in kcal/mol: 17.3
Kohn-Sham gap in Eh: 0.37454
Largest force on an atom in Eh/bohr: 0.0184

Record 4
DFT (ωB97M-V/def2-TZVPD) results for a structure of composition C28H20BrIrO4PS at a distorted geometry.

Structure (ORCA input):
```
! RIJCOSX wB97M-V def2-TZVPD def2/J DEFGRID3
* xyz -1 5
Ir -0.42499 0.02252 -0.21558
C 1.35141 2.73440 4.42555
C 0.04064 2.33371 4.22231
C -0.22963 1.12971 3.59508
C 0.81470 0.32661 3.14986
C 2.12774 0.72223 3.37848
C 2.39307 1.91615 4.02332
P 0.42072 -1.17922 2.18841
C 0.91505 -2.48872 3.38345
C 1.17285 -3.76405 2.88221
C 1.50483 -4.80310 3.72920
C 1.57052 -4.59064 5.09799
C 1.29075 -3.33287 5.60871
C 0.95993 -2.28983 4.76004
C 1.87105 -1.21397 1.05804
C 3.14504 -1.68124 1.35334
C 4.15661 -1.54652 0.41734
C 3.88078 -0.96187 -0.80513
C 2.59737 -0.53838 -1.11776
C 1.56097 -0.64877 -0.19144
H 1.56428 3.68279 4.89882
H -0.77587 2.96726 4.53482
H -1.25040 0.82281 3.42063
H 2.94905 0.10195 3.04781
H 3.42159 2.21285 4.19840
H 1.12560 -3.92595 1.81462
H 1.71047 -5.78315 3.32451
H 1.84103 -5.39954 5.76163
H 1.33197 -3.16503 6.67695
H 0.74682 -1.30983 5.16736
H 3.34052 -2.16106 2.30295
H 5.15631 -1.88960 0.64707
H 4.67241 -0.83405 -1.53336
H 2.41532 -0.11915 -2.09606
Br 0.09275 0.95728 -3.09504
C -1.31670 -0.28339 -3.48149
C -2.07097 -0.05937 -4.64206
C -3.11463 -0.90142 -4.93346
C -3.41482 -1.96116 -4.07417
C -2.65043 -2.21199 -2.92399
C -2.95076 -3.28349 -2.06478
C -2.14230 -3.57296 -0.95988
C -1.05226 -2.79036 -0.68302
C -0.81716 -1.58226 -1.40502
C -1.55897 -1.34008 -2.59230
H -1.81857 0.76497 -5.28977
H -3.71077 -0.74562 -5.82167
H -4.28329 -2.57779 -4.25803
H -3.79344 -3.91732 -2.30573
H -2.35807 -4.44764 -0.36149
H -0.37947 -3.05570 0.12169
O -2.67029 2.59062 1.46613
S -1.83344 1.61842 0.82126
O -2.06466 1.49068 -0.65192
O -0.37254 1.87776 0.97074
O -2.05311 0.21830 1.33599
*
```

Values from the calculation:
Energy relative to the best compared isomer or geometry (same formula, charge and spin) in kcal/mol: 35.0
Kohn-Sham gap (alpha / beta) in Eh: 0.18734 / 0.23081
Largest force on an atom in Eh/bohr: 0.0700

Record 5
DFT (ωB97M-V/def2-TZVPD) results for a structure of composition C16H19BIrN6Se at a distorted geometry.

Structure (ORCA input):
```
! RIJCOSX wB97M-V def2-TZVPD def2/J DEFGRID3
* xyz 2 6
H 1.13633 3.68152 -0.15572
N 1.02444 1.99875 -1.43063
B 0.20238 0.53131 -3.46661
N 0.66970 1.86056 -2.78586
C 0.76290 3.07545 -3.38135
Ir 2.05766 0.82398 -0.22049
H 0.72440 3.16838 -4.47018
C 0.95396 4.03951 -2.38872
H 1.05091 5.10896 -2.52214
C 1.01825 3.34881 -1.17406
H 0.16801 0.60337 -4.65827
C -1.91537 -2.52100 2.53423
H -1.15337 -2.54191 3.31620
H -1.75253 -1.60426 1.96107
H -1.76986 -3.38176 1.86898
N -1.21871 0.13941 -2.91570
N 1.24192 -0.49793 -2.91621
N -1.22581 0.07169 -1.53423
N 1.66862 -0.58835 -1.57541
C -2.44986 -0.17904 -3.35645
C 1.84834 -1.48015 -3.63270
H -2.65928 -0.15937 -4.39483
H 1.83617 -1.49217 -4.73351
C -3.24854 -0.47695 -2.25276
C 2.48293 -2.33305 -2.73216
C -2.40977 -0.28217 -1.12551
C 2.28120 -1.80578 -1.45523
H -4.25742 -0.79918 -2.21398
H 3.04202 -3.23533 -2.94779
H -2.61268 -0.36068 -0.06329
H 2.58256 -2.11695 -0.46414
H -2.86650 -2.51067 2.96369
Se 2.28412 0.94085 1.97913
C 0.87368 0.25617 3.19794
C -0.37109 0.86900 3.45304
C -1.03594 0.62548 4.67410
C -0.51389 -0.29377 5.60022
C 0.66919 -0.98947 5.28727
C 1.31726 -0.76047 4.06779
H -0.80259 1.56790 2.73120
H -1.96017 1.16053 4.92915
H -0.99844 -0.45038 6.57436
H 1.09649 -1.69982 6.00382
H 2.22835 -1.31099 3.82578
*
```

Values from the calculation:
Energy relative to the best compared isomer or geometry (same formula, charge and spin) in kcal/mol: 53.4
Kohn-Sham gap (alpha / beta) in Eh: 0.28945 / 0.17292
Largest force on an atom in Eh/bohr: 0.0813

Record 6
DFT (ωB97M-V/def2-TZVPD) results for a structure of composition C20H30ClEuO2 at a distorted geometry.

Structure (ORCA input):
```
! RIJCOSX wB97M-V def2-TZVPD def2/J DEFGRID3
* xyz 0 7
O -2.94794 -0.05544 -2.27889
C -2.97720 -1.16755 -3.24933
C -3.99528 -0.55005 -4.17321
H -3.31793 -2.09943 -2.77000
H -2.00997 -1.32107 -3.75965
C -3.86973 0.63221 -3.17713
H -4.94808 -1.08242 -4.15418
H -3.60224 -0.38404 -5.18086
C -5.16376 0.95310 -2.45359
H -5.55903 0.05857 -1.95352
H -5.89859 1.36980 -3.15398
H -4.95121 1.69289 -1.67853
C -3.20523 1.84895 -3.79484
H -2.24676 1.56921 -4.25877
H -3.00294 2.57916 -3.00381
H -3.86607 2.30355 -4.54574
Eu 1.77990 -0.16952 2.05647
C 4.42981 0.95590 2.08752
C 4.68653 -0.42518 1.84970
C 4.20784 -0.74969 0.54592
H 5.18977 -1.10788 2.53804
C 3.64085 0.43474 -0.02569
C 3.77217 1.48627 0.93483
H 3.45467 2.52455 0.80410
H 4.71962 1.51065 2.97604
H 4.31664 -1.71514 0.04996
H 3.23119 0.52382 -1.03340
C 2.21142 1.06878 4.52806
C 1.90778 2.14450 3.63562
C 0.54087 2.02613 3.24202
H 2.59753 2.93308 3.33984
C -0.00767 0.87846 3.89586
C 1.02482 0.28920 4.69226
H 0.93534 -0.59751 5.32290
H 3.16751 0.88942 5.02253
H 0.00495 2.72012 2.58368
H -1.04136 0.52571 3.83152
O 0.17196 -1.01931 0.45662
C 0.00624 0.24729 -0.29475
C -0.25087 -0.17361 -1.73297
H 0.91977 0.87682 -0.21082
H -0.83267 0.79439 0.15755
C -0.80864 -1.60764 -1.59257
H 0.69899 -0.19499 -2.29123
H -0.94553 0.50512 -2.23241
C -0.06038 -2.17956 -0.41465
H -0.73632 -2.21192 -2.50433
H -1.86040 -1.53143 -1.29301
H 0.90801 -2.60472 -0.72970
H -0.62467 -2.92006 0.16682
Cl 2.81124 -3.42906 2.09494
C 2.44754 -2.31195 3.32139
H 3.34854 -2.06982 3.89155
H 1.59898 -2.66341 3.91582
*
```

Values from the calculation:
Energy relative to the best compared isomer or geometry (same formula, charge and spin) in kcal/mol: 14.8
Kohn-Sham gap (alpha / beta) in Eh: 0.24198 / 0.27025
Largest force on an atom in Eh/bohr: 0.0584